Formula: C4H5NO
Source: the OMol25 dataset
Level of theory: wB97M-V/def2-TZVPD

Last column: Löwdin charge in e.
Element x y z (Å)
C  1.42403  -0.61582  0.65054  -0.0422
C  0.15311  -0.16692  0.02551  -0.3472
C  -1.14808  -0.41146  0.29828  -0.0573
O  -1.90535  0.42876  -0.47595  0.0247
C  -0.99884  1.13601  -1.17090  -0.2049
N  0.22723  0.81776  -0.95319  0.1286
H  1.94056  0.27359  1.03057  0.0833
H  2.06395  -1.05755  -0.11670  0.0794
H  1.26984  -1.31803  1.47287  0.0778
H  -1.67269  -1.07042  0.97539  0.1258
H  -1.35377  1.98409  -1.73641  0.1320

Results
Relative energy (zero: lowest compared OMol25 entry of this formula, charge and spin): 0.406 eV
HOMO level: -9.23 eV
SMILES string: Cc1cocn1
E: -7766.1202 eV
LUMO: 1.06 eV
Frontier orbital gap: 10.3 eV
Maximum force: 0.46 eV/Å